Molecular formula: C21H19FN8
Method: DFT, ωB97M-V with the def2-TZVPD basis set

Results
- Energy relative to the best compared isomer or geometry (same formula, charge and spin): 0.00 kJ/mol
- SMILES: N#Cc1cnc(N2Cc3cn[nH]c3C2)nc1N1C[C@@H]2C[C@H]1CN2c1cccc(F)c1
- LUMO level: 0.017 hartree
- E_HOMO: -8.00 eV

The geometry in ORCA input format:
```
! RIJCOSX wB97M-V def2-TZVPD def2/J DEFGRID3
* xyz 0 1
N -4.7206 -0.6310 0.9585
F 2.8792 5.2326 1.5235
C -3.8166 -0.9035 0.2859
N 3.8380 -4.2046 -4.6730
N -1.8867 -2.4312 -2.3744
N -0.3619 -1.3904 -0.9027
C 3.8464 -3.4979 -3.5536
C 2.4820 -3.0437 -3.2775
C 1.7297 -3.5599 -4.2272
C -0.6423 -2.0650 -2.0208
C -2.8651 -2.0470 -1.5918
C -1.3527 -1.0350 -0.0984
C -0.6943 5.5788 2.2610
C 0.6016 5.9371 1.8965
C -0.9787 4.2322 2.6009
C 1.3036 3.6209 2.1688
C 1.6204 4.9661 1.8837
C -2.6637 -1.2990 -0.4735
C 0.0037 3.2405 2.5378
N 2.5409 -4.2378 -5.1278
N 0.4185 -2.4541 -2.7806
N -0.9256 -0.4319 1.0757
N -0.4373 1.8889 2.7319
C 1.8092 -2.2515 -2.2625
C 0.2659 -3.2375 -4.0257
C -1.8235 1.4297 2.5468
C 0.4284 0.1732 1.1765
C -0.4763 -0.3408 3.2932
C -1.6526 -0.1077 2.3634
C 0.4175 0.6706 2.6164
H 4.6744 -3.3035 -2.8926
H -3.9040 -2.2968 -1.9041
H -1.4887 6.3288 2.3249
H 0.8092 6.9477 1.5548
H -1.9887 4.0103 2.8928
H 2.0935 2.9037 2.1448
H 2.2262 -4.5709 -6.0361
H 2.0726 -1.1959 -2.2682
H 1.9766 -2.6451 -1.2700
H -0.1282 -2.6535 -4.8628
H -0.3119 -4.1033 -3.9040
H -2.2259 1.8629 1.6515
H -2.5189 1.7304 3.3553
H 1.2537 -0.5205 0.9695
H 0.4971 1.0335 0.5257
H -0.7063 -0.1123 4.3398
H -0.0877 -1.3653 3.2477
H -2.5605 -0.6195 2.5391
H 1.4304 0.7681 3.0607
*
```